Version a
{"formula": "CH3N2PS", "method": "ωB97M-V/def2-TZVPD", "spin_multiplicity": 1, "homo_lumo_gap_ha": 0.1931, "total_charge": 0, "species": ["C", "N", "N", "P", "S", "H", "H", "H"], "xyz": [[-2.27, -0.50, -0.13], [-2.99, -1.27, 0.39], [0.44, -0.92, 0.19], [1.12, 0.14, -0.96], [1.91, 1.73, 0.05], [0.80, -0.89, 1.12], [-0.60, -0.85, 0.25], [1.59, 2.56, -0.90]], "nbo_charge": [-0.240, -0.558, -1.138, 1.130, -0.199, 0.404, 0.426, 0.176]}

=====

Version b
{"formula": "CH3N2PS", "method": "ωB97M-V/def2-TZVPD", "spin_multiplicity": 1, "homo_lumo_gap_ha": 0.3012, "total_charge": 0, "species": ["C", "N", "N", "P", "S", "H", "H", "H"], "xyz": [[1.00, 0.35, -0.24], [0.16, 0.92, -0.78], [3.22, -0.91, -0.57], [2.29, -0.62, 0.61], [-3.64, 0.08, 0.25], [-4.05, 0.59, 1.46], [3.93, -1.57, -0.82], [-2.91, 1.18, 0.08]], "nbo_charge": [-0.133, -0.270, -1.090, 1.077, -0.296, 0.144, 0.416, 0.152]}

=====

So which one is most stable? That would be version b, about 41.0 kcal/mol below the next structure.

=====

Version a
{"formula": "CH3N2PS", "method": "ωB97M-V/def2-TZVPD", "spin_multiplicity": 1, "homo_lumo_gap_ha": [0.2704, 0.2490], "total_charge": 0, "species": ["C", "N", "N", "P", "S", "H", "H", "H"], "xyz": [[0.16, -2.35, -0.40], [0.01, -3.43, -0.08], [1.40, -0.11, 0.13], [0.24, -0.66, -1.01], [-2.27, -0.52, 0.77], [1.12, -0.41, 1.05], [1.41, 0.88, 0.39], [-1.82, 0.61, 1.36]], "nbo_charge": [-0.137, -0.246, -1.108, 0.966, -0.383, 0.398, 0.403, 0.106]}

=====

Version b
{"formula": "CH3N2PS", "method": "ωB97M-V/def2-TZVPD", "spin_multiplicity": 1, "homo_lumo_gap_ha": [0.2678, 0.2429], "total_charge": 0, "species": ["C", "N", "N", "P", "S", "H", "H", "H"], "xyz": [[0.62, -1.48, 0.44], [1.35, -1.93, 1.21], [0.43, 0.38, -1.33], [-0.54, -0.85, -0.78], [-2.05, 0.59, 1.51], [1.19, 1.02, -0.91], [0.06, 0.98, -2.09], [-1.07, 1.29, 1.95]], "nbo_charge": [-0.135, -0.250, -1.153, 1.009, -0.414, 0.436, 0.411, 0.097]}

=====

So which one is most stable? That would be version b, about 2.2 kcal/mol below the next structure.

=====

Version a
{"formula": "C4H13NOS", "method": "ωB97M-V/def2-TZVPD", "spin_multiplicity": 1, "homo_lumo_gap_ha": 0.3614, "total_charge": 0, "species": ["C", "N", "C", "C", "S", "C", "H", "H", "H", "H", "H", "H", "H", "H", "H", "H", "H", "H", "H", "O"], "xyz": [[0.96, 0.95, -2.15], [0.89, -0.15, -1.08], [0.75, 0.37, 0.26], [-0.76, 0.75, 0.42], [-1.29, 0.89, 2.14], [1.27, -0.66, 1.27], [1.84, 0.72, -2.73], [0.14, 0.66, -2.82], [0.84, 1.96, -1.78], [1.81, -0.57, -1.23], [1.34, 1.28, 0.49], [-0.95, 1.69, -0.12], [-1.25, -0.05, -0.15], [-0.14, 1.51, 2.53], [1.26, -0.36, 2.31], [0.49, -1.46, 1.24], [2.20, -1.06, 0.90], [-0.40, -2.59, -1.58], [-0.38, -1.84, -2.86], [-0.69, -2.67, -2.48]], "nbo_charge": [-0.432, -0.646, -0.047, -0.548, -0.020, -0.621, 0.197, 0.193, 0.201, 0.359, 0.158, 0.211, 0.238, 0.114, 0.227, 0.207, 0.208, 0.471, 0.466, -0.936]}

=====

Version b
{"formula": "C4H13NOS", "method": "ωB97M-V/def2-TZVPD", "spin_multiplicity": 1, "homo_lumo_gap_ha": 0.3622, "total_charge": 0, "species": ["C", "C", "C", "S", "C", "N", "H", "H", "H", "H", "H", "H", "H", "H", "H", "H", "H", "H", "H", "O"], "xyz": [[0.32, 0.34, 1.31], [0.58, 0.63, -0.17], [-0.63, 0.72, -1.08], [-1.57, 2.26, -1.01], [0.85, -1.02, 1.82], [2.17, -1.40, 1.29], [-0.71, 0.46, 1.64], [0.87, 1.06, 1.92], [1.25, -0.10, -0.61], [1.10, 1.59, -0.23], [-1.28, -0.15, -0.92], [-0.30, 0.69, -2.12], [-1.87, 2.27, 0.28], [0.18, -1.88, 1.68], [0.84, -0.89, 2.92], [2.28, -2.39, 1.50], [2.91, -0.97, 1.84], [0.49, -3.10, -0.52], [-0.52, -2.35, -1.34], [-0.34, -3.23, -0.98]], "nbo_charge": [-0.417, -0.433, -0.511, -0.036, -0.217, -0.844, 0.211, 0.201, 0.228, 0.213, 0.200, 0.224, 0.110, 0.189, 0.168, 0.356, 0.356, 0.468, 0.465, -0.932]}

=====

So which one is most stable? That would be version b, about 11.9 kcal/mol below the next structure.

=====

Version a
{"formula": "C4H13NOS", "method": "ωB97M-V/def2-TZVPD", "spin_multiplicity": 1, "homo_lumo_gap_ha": 0.3143, "total_charge": 0, "species": ["C", "C", "C", "C", "S", "N", "H", "H", "H", "H", "H", "H", "H", "H", "H", "H", "H", "H", "H", "O"], "xyz": [[-0.69, 1.37, -1.97], [-0.77, 0.53, -0.67], [0.30, 0.75, 0.44], [1.08, -0.54, 0.62], [2.16, -1.09, -0.65], [-2.17, 0.99, 0.18], [-0.74, 2.44, -1.74], [0.24, 1.11, -2.49], [-1.51, 1.12, -2.63], [-0.47, -0.43, -1.12], [-0.23, 1.08, 1.34], [0.87, 1.66, 0.15], [0.43, -1.43, 0.77], [1.63, -0.41, 1.57], [3.20, 0.53, -0.53], [-1.71, -0.10, -0.02], [-2.99, 0.96, -0.44], [-2.25, -1.36, 2.71], [-2.04, -0.24, 1.75], [-1.54, -0.80, 2.38]], "nbo_charge": [-0.595, -0.191, -0.432, -0.587, 0.016, -0.854, 0.215, 0.219, 0.209, 0.231, 0.258, 0.221, 0.246, 0.228, 0.097, 0.398, 0.340, 0.464, 0.489, -0.972]}

=====

Version b
{"formula": "C4H13NOS", "method": "ωB97M-V/def2-TZVPD", "spin_multiplicity": 1, "homo_lumo_gap_ha": 0.3405, "total_charge": 0, "species": ["C", "N", "C", "C", "S", "C", "H", "H", "H", "H", "H", "H", "H", "H", "H", "H", "H", "H", "H", "O"], "xyz": [[-1.15, 1.27, 0.45], [0.12, 1.08, -0.25], [1.25, 0.66, 0.56], [1.59, -0.82, 0.72], [1.90, -1.65, -0.89], [-1.79, -0.01, 1.02], [-1.83, 1.69, -0.30], [-1.03, 2.01, 1.23], [0.02, 0.41, -1.00], [2.11, 1.06, 0.07], [1.31, 1.13, 1.49], [0.82, -1.47, 1.15], [2.41, -0.91, 1.43], [3.07, -1.03, -1.06], [-2.59, 0.31, 1.67], [-1.11, -0.47, 1.75], [-2.08, -0.65, 0.20], [-0.63, -0.36, -3.23], [-1.02, -1.52, -2.30], [-1.35, -0.72, -2.70]], "nbo_charge": [-0.207, -0.631, -0.244, -0.516, -0.074, -0.635, 0.197, 0.180, 0.366, 0.186, 0.199, 0.216, 0.220, 0.124, 0.210, 0.194, 0.212, 0.476, 0.474, -0.944]}

=====

Version c
{"formula": "C4H13NOS", "method": "ωB97M-V/def2-TZVPD", "spin_multiplicity": 1, "homo_lumo_gap_ha": 0.3387, "total_charge": 0, "species": ["C", "C", "C", "S", "C", "N", "H", "H", "H", "H", "H", "H", "H", "H", "H", "H", "H", "H", "H", "O"], "xyz": [[-0.94, -1.64, 0.37], [-1.17, -1.08, -1.01], [-1.01, 0.50, -0.88], [-0.63, 1.20, -2.55], [0.90, 2.18, -2.09], [0.30, -1.13, 0.90], [-0.92, -2.81, 0.41], [-1.56, -1.15, 1.06], [-2.12, -1.38, -1.61], [-0.45, -1.42, -1.72], [-0.34, 0.78, -0.07], [-2.06, 0.79, -0.50], [1.79, 1.68, -2.53], [0.78, 3.08, -2.75], [0.97, 2.56, -1.12], [1.10, -1.33, 0.18], [0.50, -1.92, 1.55], [1.13, 0.73, 4.70], [2.09, 0.36, 3.42], [1.62, 0.02, 4.24]], "nbo_charge": [-0.233, -0.427, -0.536, 0.151, -0.720, -0.828, 0.173, 0.196, 0.216, 0.202, 0.246, 0.210, 0.218, 0.219, 0.219, 0.332, 0.361, 0.477, 0.482, -0.959]}

=====

Version d
{"formula": "C4H13NOS", "method": "ωB97M-V/def2-TZVPD", "spin_multiplicity": 1, "homo_lumo_gap_ha": 0.3617, "total_charge": 0, "species": ["C", "C", "C", "S", "C", "N", "H", "H", "H", "H", "H", "H", "H", "H", "H", "H", "H", "H", "H", "O"], "xyz": [[-0.51, -1.31, 0.44], [-0.98, 0.12, 0.86], [-1.40, 1.05, -0.32], [-2.76, 0.34, -1.25], [0.72, -1.32, -0.48], [1.85, -0.64, 0.18], [-1.40, -1.52, -0.15], [-0.40, -1.94, 1.31], [-0.14, 0.55, 1.45], [-1.81, 0.13, 1.57], [-0.52, 1.31, -0.98], [-1.70, 2.00, 0.07], [-2.18, -0.78, -1.65], [0.50, -1.07, -1.54], [1.10, -2.33, -0.60], [2.54, -0.47, -0.54], [2.17, -1.20, 0.97], [1.35, 1.89, -0.35], [1.90, 2.49, 0.97], [1.67, 2.70, 0.06]], "nbo_charge": [-0.429, -0.407, -0.540, -0.015, -0.236, -0.873, 0.208, 0.211, 0.212, 0.212, 0.201, 0.240, 0.105, 0.198, 0.178, 0.368, 0.366, 0.475, 0.473, -0.949]}

=====

So which one is most stable? That would be version b, about 3.9 kcal/mol below the next structure.